Here is a gas-phase ion, C3H5O4P (charge -2) from the OMol25 dataset. Energies are from ωB97M-V with the def2-TZVPD basis set.

Properties
energy above the lowest of the compared OMol25 structures with the same formula, charge and spin = 109.35 kJ/mol
SMILES string = CC=P([O-])([O-])OC=O
Kohn-Sham gap = 5.366 eV
strongest force on any atom = 0.0750 hartree/bohr
total charge = -2

Geometry (Å):
C1 0.81672 0.33081 -0.19727
C2 -0.24247 -0.62546 0.60310
P1 -0.38161 -2.19215 -0.23544
O1 -0.21471 -2.26275 -1.76105
O2 0.07969 -3.38797 0.57064
O3 -2.16891 -2.18804 0.00336
C3 -2.62460 -0.93012 0.10122
O4 -3.55616 -0.63207 0.94614
H1 1.07526 1.23078 0.34372
H2 1.62946 -0.27076 -0.60725
H3 0.42608 0.67741 -1.17650
H4 0.02770 -0.82468 1.66814
H5 -2.34373 -0.16781 -0.61547

The natural (NBO) scheme yields these atomic charges, measured in e: -0.65, -1.07, 2.28, -1.21, -1.21, -0.81, 0.65, -0.78, 0.16, 0.17, 0.17, 0.18, 0.11